DFT (the ωB97M-V functional and the def2-TZVPD basis) results for one molecule with the formula C6H10OSSi in a non-equilibrium geometry.

Geometry (Å):
C1 -0.81782 -2.07820 1.20817
Si1 0.20866 -0.46481 1.08310
C2 -0.33797 1.05740 2.19767
C3 0.40794 0.11805 -0.67261
C4 1.67541 0.39778 -1.27771
C5 1.58963 0.89379 -2.59633
S1 -0.10251 1.03428 -3.13229
C6 -0.63108 0.40077 -1.60681
O1 -1.89032 0.26298 -1.24893
H1 -0.27515 -2.80083 0.45001
H2 -0.65396 -2.28120 2.29027
H3 -1.78358 -1.76918 0.89342
H4 1.63046 -0.97370 1.41345
H5 -0.98880 1.74631 1.58437
H6 -0.99593 0.92912 3.11854
H7 0.40085 1.82439 2.56828
H8 2.67770 0.14167 -0.91264
H9 2.29576 1.11175 -3.32439
H10 -2.40928 0.44962 -2.03559

Values from the calculation:
E: -27143.473 eV
SMILES: C[SiH](C)c1ccsc1O
LUMO energy: 0.389 eV
Kohn-Sham gap: 8.4 eV
Energy above the lowest of the compared OMol25 structures with the same formula, charge and spin: 25.5 kcal/mol
Largest force on an atom: 4.0 eV/A

Atomic partial charges in e from the Mulliken method, atoms 1 to 4: atom 1 (C): -0.840, atom 2 (Si): 0.303, atom 3 (C): -1.072, atom 4 (C): 0.178

---

DFT (the ωB97M-V functional and the def2-TZVPD basis) results for one molecule with the formula C6H10OSe in a non-equilibrium geometry.

Geometry (Å):
C1 -0.53975 -1.86819 0.49144
C2 0.68450 -2.08155 0.10182
C3 -1.30455 -0.68802 -0.03950
C4 1.42177 -1.16165 -0.83720
C5 -0.83028 0.64009 0.52065
C6 0.07678 2.70062 0.16668
O1 -0.53087 1.52886 -0.32479
Se1 2.56655 0.11126 0.12098
H1 -1.10905 -2.26235 1.38216
H2 1.16954 -3.04988 0.24986
H3 -1.20454 -0.62510 -1.08406
H4 -2.41902 -0.83148 0.19914
H5 2.10016 -1.82040 -1.27757
H6 0.84356 -0.71888 -1.66238
H7 -1.01466 0.67337 1.53672
H8 -0.47130 3.15628 1.05612
H9 0.30002 3.27842 -0.82504
H10 1.01624 2.35434 0.58703

Values from the calculation:
E: -73773.006 eV
LUMO energy (alpha / beta): -1.426 / 0.088 eV
Kohn-Sham gap (alpha / beta): 5.2 / 7.7 eV
Energy above the lowest of the compared OMol25 structures with the same formula, charge and spin: 81.0 kcal/mol
Largest force on an atom: 4.6 eV/A

Atomic partial charges in e from the Mulliken method, atoms 1 to 4: atom 1 (C): -0.235, atom 2 (C): -0.186, atom 3 (C): -0.798, atom 4 (C): -0.980

---

DFT (the ωB97M-V functional and the def2-TZVPD basis) results for a 2-piece molecular cluster, C6H10OSi2 overall in a non-equilibrium geometry.

Geometry (Å):
C1 4.78501 -1.11814 0.84520
C2 -3.72949 -0.51795 -1.54748
C3 3.82149 -0.82737 0.18938
C4 -2.84327 -0.62939 -0.73355
C5 1.44760 2.29597 -1.29514
C6 -1.91916 -0.41452 2.18849
O1 -0.17216 -0.22940 -0.03814
Si1 0.82467 0.42092 -1.18398
Si2 -1.50256 -1.02314 0.50152
H1 5.71056 -1.34333 1.45417
H2 -4.43167 -0.56766 -2.24666
H3 1.86149 2.28220 -0.29978
H4 2.33155 2.21029 -1.86398
H5 0.85506 3.11943 -1.50399
H6 -2.33838 -1.19071 2.93862
H7 -1.13641 0.11978 2.53285
H8 -2.74963 0.31724 2.03296
H9 0.54157 -0.39040 -2.36205
H10 -1.35627 -2.51380 0.39156

Values from the calculation:
E: -24180.928 eV
LUMO energy (alpha / beta): -1.503 / -1.502 eV
Kohn-Sham gap (alpha / beta): 6.7 / 6.7 eV
Energy above the lowest of the compared OMol25 structures with the same formula, charge and spin: 145.6 kcal/mol
Largest force on an atom: 4.6 eV/A

Atomic partial charges in e from the Mulliken method, atoms 1 to 4: atom 1 (C): -0.062, atom 2 (C): 0.480, atom 3 (C): -0.900, atom 4 (C): -1.023

---

DFT (the ωB97M-V functional and the def2-TZVPD basis) results for C6H10S as an isolated structure in a non-equilibrium geometry.

Geometry (Å):
C1 -1.42218 1.58818 -0.31370
C2 -0.27847 1.05744 0.03319
C3 -1.24919 -0.67641 0.53739
C4 -0.95334 -1.85885 -0.33706
C5 2.01658 0.10294 -0.15368
C6 1.11822 1.36541 0.25218
S1 -2.70339 0.31595 -0.04038
H1 -1.83640 2.54957 -0.34577
H2 -1.26548 -0.71642 1.69989
H3 0.15753 -2.07020 -0.24692
H4 -1.36785 -1.93125 -1.36601
H5 -1.36937 -2.87699 0.00341
H6 3.05132 0.24711 0.21981
H7 1.75964 -0.06455 -1.20908
H8 1.72447 -0.86945 0.37411
H9 1.37326 2.09410 -0.46400
H10 1.24466 1.74344 1.35661

Values from the calculation:
E: -17215.340 eV
LUMO energy: 0.821 eV
Kohn-Sham gap: 8.9 eV
Energy above the lowest of the compared OMol25 structures with the same formula, charge and spin: 98.8 kcal/mol
Largest force on an atom: 4.9 eV/A

Atomic partial charges in e from the Mulliken method, atoms 1 to 4: atom 1 (C): -0.195, atom 2 (C): -0.236, atom 3 (C): -0.212, atom 4 (C): -0.813

---

What is the E in the fourth record?
-17215.340 eV